This record from OMol25 describes C3H6N2O2 in the gas phase at a distorted geometry. The level of theory is ωB97M-V/def2-TZVPD.

XYZ file:
```
13
Properties=species:S:1:pos:R:3:mulliken_charge:R:1
C -2.10 0.52 0.00 -0.915
C -0.60 0.47 0.04 0.757
O 0.10 1.43 0.40 -0.688
N -0.01 -0.72 -0.24 -0.202
C 1.39 -0.86 0.18 0.360
N 2.26 0.09 -0.22 -0.321
O 1.78 -1.97 0.51 -0.600
H -2.41 1.17 -0.82 0.252
H -2.48 0.92 0.95 0.281
H -2.53 -0.48 -0.15 0.300
H -0.56 -1.56 -0.25 0.285
H 1.92 1.04 -0.36 0.251
H 3.24 -0.05 -0.06 0.239
```

Output
strongest force on any atom: 3.11 eV Å⁻¹
total charge: 0
LUMO energy: 0.696 eV
HOMO: -10.047 eV
SMILES: CC(=O)NC(N)=O
relative energy (zero: lowest compared OMol25 entry of this formula, charge and spin): 6.51 kcal/mol

=====

This record from OMol25 describes C3H6N2O2 in the gas phase at a distorted geometry. The level of theory is ωB97M-V/def2-TZVPD.

XYZ file:
```
13
Properties=species:S:1:pos:R:3:mulliken_charge:R:1
C -1.39 1.09 0.76 -0.789
N -1.45 0.20 -0.39 -0.200
O -0.76 0.72 -1.55 -0.371
C -0.24 -0.39 -0.88 0.290
C 1.06 -0.24 -0.21 -0.411
N 1.89 -1.23 -0.11 0.129
O 1.27 -2.38 0.14 -0.577
H -1.36 0.46 1.65 0.324
H -2.31 1.67 0.76 0.282
H -0.54 1.77 0.75 0.298
H -0.38 -1.35 -1.37 0.395
H 1.41 0.75 0.04 0.349
H 2.78 -1.07 0.38 0.281
```

Output
strongest force on any atom: 4.99 eV Å⁻¹
total charge: 0
LUMO energy (spin up / spin down): -0.356 / -0.357 eV
HOMO (spin up / spin down): -8.811 / -8.817 eV
SMILES: CN1O[C@H]1/C=[NH+]\[O-]
relative energy (zero: lowest compared OMol25 entry of this formula, charge and spin): 167.17 kcal/mol

=====

This record from OMol25 describes 2 unconnected molecules or ions with the total composition C3H6N2O2. The level of theory is ωB97M-V/def2-TZVPD.

XYZ file:
```
13
Properties=species:S:1:pos:R:3:mulliken_charge:R:1
N 1.26 0.15 -1.29 -0.558
C 1.10 0.20 -0.09 0.766
N 0.95 0.40 1.12 -0.387
C 2.02 0.25 2.03 0.057
O 1.86 0.23 3.22 -0.445
H 0.94 -0.65 -1.83 0.296
H 3.02 0.18 1.56 0.299
C -2.04 0.05 -0.64 -0.598
O -1.25 -0.98 -0.09 -0.530
H -3.10 -0.08 -0.40 0.282
H -1.92 0.00 -1.73 0.233
H -1.72 1.05 -0.31 0.275
H -1.14 -0.80 0.86 0.311
```

Output
strongest force on any atom: 0.70 eV Å⁻¹
total charge: 0
LUMO energy: 0.594 eV
HOMO: -10.533 eV
SMILES: N=C=NC=O.CO
relative energy (zero: lowest compared OMol25 entry of this formula, charge and spin): 62.69 kcal/mol

=====

This record from OMol25 describes a molecular structure, C3H6N2O2 at a distorted geometry. The level of theory is ωB97M-V/def2-TZVPD.

XYZ file:
```
13
Properties=species:S:1:pos:R:3:mulliken_charge:R:1
C 1.10 0.06 0.22 -0.555
C 0.40 -0.89 -0.85 -0.416
C -1.10 0.79 0.48 -0.303
N 0.25 1.00 0.71 0.709
N -0.98 -0.79 -0.68 0.537
O 0.67 1.90 1.27 -0.201
O -1.87 -1.40 -0.96 -0.130
H 1.29 -0.62 1.12 0.390
H 2.13 0.52 0.01 0.438
H 0.71 -0.60 -1.92 0.383
H 0.77 -1.96 -0.90 0.419
H -1.70 0.27 1.27 0.339
H -1.66 1.72 0.24 0.390
```

Output
strongest force on any atom: 6.11 eV Å⁻¹
total charge: +2
LUMO energy: -12.571 eV
HOMO: -22.001 eV
relative energy (zero: lowest compared OMol25 entry of this formula, charge and spin): 48.18 kcal/mol

=====

This record from OMol25 describes C3H6N2O2S in the gas phase at a distorted geometry. The level of theory is ωB97M-V/def2-TZVPD.

XYZ file:
```
14
Properties=species:S:1:pos:R:3:mulliken_charge:R:1
C -0.28 0.10 2.20 0.558
C -1.06 -0.42 -0.03 -1.036
C 1.23 0.41 0.19 -0.765
N 0.84 0.74 2.81 -0.296
N -0.03 0.04 0.82 0.086
O -1.18 -0.44 2.76 -0.576
O 2.57 1.17 4.35 -0.413
S 1.32 0.50 4.26 0.513
H -1.44 0.46 -0.47 0.373
H -0.58 -1.21 -0.61 0.316
H -1.93 -0.85 0.46 0.319
H 1.94 -0.33 -0.17 0.275
H 0.96 1.09 -0.65 0.272
H 1.61 0.84 1.13 0.372
```

Output
strongest force on any atom: 3.26 eV Å⁻¹
total charge: 0
LUMO energy (spin up / spin down): -1.409 / -1.409 eV
HOMO (spin up / spin down): -9.339 / -9.339 eV
relative energy (zero: lowest compared OMol25 entry of this formula, charge and spin): 70.57 kcal/mol

=====

This record from OMol25 describes C3H6N2O2S in the gas phase at a distorted geometry. The level of theory is ωB97M-V/def2-TZVPD.

XYZ file:
```
14
Properties=species:S:1:pos:R:3:mulliken_charge:R:1
N 2.69 -0.90 1.59 -0.453
C 1.74 -1.84 1.00 0.087
N 0.55 -1.52 0.55 -0.508
O 0.38 -0.12 0.62 -0.097
C -0.53 0.23 -0.25 0.355
S -1.70 -0.52 -1.26 -0.240
C -0.46 1.89 -0.04 -0.239
O -1.18 2.78 -0.94 -0.466
H 3.60 -1.28 1.87 0.244
H 2.59 0.08 0.96 0.302
H 1.89 -2.95 1.32 0.287
H -0.67 2.22 1.01 0.258
H 0.72 2.03 -0.13 0.169
H -1.72 2.25 -1.52 0.300
```

Output
strongest force on any atom: 5.09 eV Å⁻¹
total charge: 0
LUMO energy: 0.081 eV
HOMO: -8.889 eV
SMILES: N/C=N\OC(=S)CO
relative energy (zero: lowest compared OMol25 entry of this formula, charge and spin): 119.80 kcal/mol

=====

This record from OMol25 describes 2 unconnected molecules or ions with the total composition C3H6N2O3 at a distorted geometry. The level of theory is ωB97M-V/def2-TZVPD.

XYZ file:
```
14
Properties=species:S:1:pos:R:3:mulliken_charge:R:1
C -0.85 0.76 -1.26 -0.994
C 1.32 0.54 0.21 -1.061
C -0.07 0.28 -0.10 0.703
N -0.06 -2.24 -0.15 0.201
N -0.83 -0.26 0.98 0.824
O -2.08 -0.30 1.00 -0.702
O 0.56 -2.40 0.79 -0.050
O -0.18 -0.53 1.96 -0.663
H -1.01 -0.11 -1.94 0.221
H -1.78 1.05 -0.76 0.325
H -0.22 1.62 -1.70 0.314
H 2.10 -0.34 0.01 0.200
H 1.72 1.35 -0.44 0.367
H 1.37 0.59 1.39 0.314
```

Output
strongest force on any atom: 2.94 eV Å⁻¹
total charge: 0
LUMO energy (spin up / spin down): -1.002 / -1.764 eV
HOMO (spin up / spin down): -8.355 / -8.386 eV
relative energy (zero: lowest compared OMol25 entry of this formula, charge and spin): 201.63 kcal/mol

=====

This record from OMol25 describes a molecular structure, C3H6N2O3 at a distorted geometry. The level of theory is ωB97M-V/def2-TZVPD.

XYZ file:
```
14
Properties=species:S:1:pos:R:3:mulliken_charge:R:1
C 1.48 -0.76 0.72 -0.686
N -1.49 0.21 -0.09 -0.177
C -0.44 1.48 -0.10 0.160
C 0.14 0.24 -0.99 0.847
O -1.87 -0.47 1.08 -0.364
O -0.20 0.39 -2.29 -0.487
N 1.16 -0.42 -0.64 -0.612
O -0.14 2.00 0.91 -0.406
H -1.63 0.15 1.79 0.356
H 0.40 -0.18 -2.80 0.361
H -2.13 -0.05 -0.84 0.251
H 1.28 0.06 1.42 0.232
H 2.55 -1.00 0.78 0.281
H 0.90 -1.63 1.05 0.244
```

Output
strongest force on any atom: 2.49 eV Å⁻¹
total charge: 0
LUMO energy (spin up / spin down): -0.016 / -0.016 eV
HOMO (spin up / spin down): -8.767 / -8.767 eV
relative energy (zero: lowest compared OMol25 entry of this formula, charge and spin): 145.70 kcal/mol

=====

This record from OMol25 describes C3H6N2O3 in the gas phase at a distorted geometry. The level of theory is ωB97M-V/def2-TZVPD.

XYZ file:
```
14
Properties=species:S:1:pos:R:3:mulliken_charge:R:1
N 2.61 0.29 0.38 -0.480
N 1.70 -0.73 0.21 -0.294
C 0.55 -0.30 -0.30 0.554
O -0.35 -1.17 -0.54 -0.404
C -1.63 -1.00 0.32 -0.108
O -2.03 0.32 0.18 -0.335
C -1.03 1.28 0.28 -0.222
O 0.16 1.06 -0.63 -0.406
H 2.61 1.10 -0.54 0.268
H 3.50 -0.35 0.46 0.284
H -1.58 -1.21 1.36 0.358
H -2.26 -1.53 -0.41 0.221
H -0.55 1.26 1.35 0.344
H -1.43 2.24 -0.25 0.220
```

Output
strongest force on any atom: 5.19 eV Å⁻¹
total charge: 0
LUMO energy: 0.803 eV
HOMO: -8.244 eV
SMILES: NN=C1OCOCO1
relative energy (zero: lowest compared OMol25 entry of this formula, charge and spin): 133.00 kcal/mol

=====

This record from OMol25 describes 2 unconnected molecules or ions with the total composition C3H6N2O3 at a distorted geometry. The level of theory is ωB97M-V/def2-TZVPD.

XYZ file:
```
14
Properties=species:S:1:pos:R:3:mulliken_charge:R:1
O 3.03 -0.42 -0.32 -0.536
N 1.92 -0.64 0.08 0.916
O 1.52 -1.40 0.92 -0.523
N 0.85 0.06 -0.55 -0.289
C 0.54 1.25 -0.27 0.097
O 1.15 2.13 0.52 -0.456
H -0.38 1.68 -0.67 0.402
H 2.10 2.08 0.49 0.369
C -2.04 -0.45 0.47 -0.353
C -1.47 -1.09 -0.53 -0.701
H -1.75 -0.63 1.56 0.237
H -2.97 0.26 0.24 0.213
H -1.75 -1.09 -1.51 0.311
H -0.75 -1.74 -0.41 0.314
```

Output
strongest force on any atom: 5.07 eV Å⁻¹
total charge: 0
LUMO energy: 0.150 eV
HOMO: -9.663 eV
SMILES: O=[N+]([O-])/N=C\O.C=C
relative energy (zero: lowest compared OMol25 entry of this formula, charge and spin): 166.00 kcal/mol